[1]
Molecular formula: C5H5NO
Method: DFT, ωB97M-V/def2-TZVPD

Values from the calculation:
Energy above the lowest of the compared OMol25 structures with the same formula, charge and spin, kcal per mole: 93.5
Electronic energy, eV: -8799.3629
Frontier orbital gap (spin up / spin down), eV: 9.89 / 9.89
HOMO (spin up / spin down), eV: -10.24 / -10.24
E_LUMO (spin up / spin down), eV: -0.347 / -0.347
Total charge: 0

Structure (XYZ):
```
12
Properties=species:S:1:pos:R:3:mulliken_charge:R:1
C -2.177 0.428 -0.118 0.207
C 1.299 -0.204 -0.113 -0.541
C 0.321 0.806 0.562 -0.718
C 0.077 -1.028 -0.552 -0.003
C -0.852 0.067 -0.019 0.173
N -3.215 0.812 -0.388 -0.427
O -0.424 -1.572 0.561 -0.456
H 1.893 0.411 -0.916 0.238
H 2.005 -0.751 0.457 0.292
H 0.356 0.854 1.602 0.317
H 0.631 1.753 0.348 0.385
H 0.085 -1.576 -1.425 0.533
```

[2]
Molecular formula: C4H33N2O14
Method: DFT, ωB97M-V/def2-TZVPD

Values from the calculation:
Energy above the lowest of the compared OMol25 structures with the same formula, charge and spin, kcal per mole: 68.5
Electronic energy, eV: -36332.5149
Frontier orbital gap, eV: 8.50
HOMO, eV: -6.22
E_LUMO, eV: 2.278
Total charge: -1

Structure (XYZ):
```
53
Properties=species:S:1:pos:R:3:mulliken_charge:R:1
C 1.102 -0.217 -1.220 -0.838
N 2.090 -0.647 -0.230 -0.193
C 1.918 -1.925 0.333 0.406
O 2.712 -2.220 1.270 -0.871
O 0.961 -2.600 -0.128 -0.777
C -0.041 0.472 -0.488 -0.579
N -1.289 0.447 -1.232 0.162
C -2.460 0.872 -0.487 -1.011
H 1.602 0.528 -1.849 0.156
H 0.717 -1.031 -1.816 0.557
H 2.369 0.110 0.372 0.304
H 0.158 1.471 -0.070 0.325
H -0.258 -0.020 0.468 0.545
H -1.224 0.823 -2.164 -0.201
H -2.145 1.413 0.416 0.325
H -3.008 0.024 -0.058 0.284
H -3.165 1.485 -1.035 0.330
H -0.443 3.307 -4.007 0.329
H 0.138 2.093 -4.859 0.277
O -0.544 2.374 -4.244 -0.591
H 0.205 4.148 0.595 0.327
H -1.184 4.587 1.251 0.247
O -0.741 4.248 0.476 -0.588
H 0.855 2.546 3.164 0.281
H 0.378 1.983 1.876 0.379
O 0.585 2.834 2.286 -0.635
H -2.247 -1.801 3.116 0.307
H -1.282 -1.926 4.223 0.325
O -2.120 -1.493 4.025 -0.645
H -1.458 -3.001 1.279 0.350
H -0.109 -3.451 0.943 0.370
O -0.736 -3.482 1.712 -0.718
H 0.370 3.376 -2.372 0.337
H -0.415 4.631 -1.752 0.341
O 0.239 4.327 -2.394 -0.705
H 1.807 -2.637 2.836 0.353
H 0.403 -3.101 3.109 0.367
O 1.093 -2.537 3.504 -0.775
H 3.782 -0.954 2.205 0.470
H 3.020 0.238 2.573 0.277
O 3.935 -0.077 2.623 -0.710
H -2.638 0.204 -3.077 0.295
H -2.944 1.511 -3.486 0.334
O -3.405 0.658 -3.441 -0.628
H 1.412 0.557 4.056 0.266
H 1.006 -0.789 3.231 0.329
O 0.995 0.194 3.272 -0.530
H -0.615 0.249 -4.246 0.347
H -1.046 -1.229 -4.580 0.339
O -0.921 -0.345 -4.935 -0.647
H -1.409 -3.206 -0.955 0.308
H -1.492 -1.683 -1.070 0.424
O -2.033 -2.490 -1.119 -0.732
```